[1]
Molecular formula: C4H10NO
Method: DFT, wB97M-V/def2-TZVPD

Computed properties:
E_HOMO	-14.5	eV
strongest force on any atom	0.02057	Eh/bohr
total charge	+1
LUMO level	-4.97	eV
relative energy (zero: lowest compared OMol25 entry of this formula, charge and spin)	1.253	eV

Structure (XYZ):
```
16
Properties=species:S:1:pos:R:3:forces:R:3:lowdin_charge:R:1
C -1.004 1.467 1.150 0.6 0.6 0.6 -0.014
C -0.561 0.580 0.042 -0.2 -0.1 0.0 -0.325
C -1.291 0.083 -0.938 -0.4 -0.1 -0.8 0.108
C 1.846 0.971 0.053 0.6 -0.3 0.2 0.198
N 0.837 0.206 -0.040 0.0 0.5 -0.8 0.089
H -0.164 2.081 1.507 -0.2 0.0 -0.2 0.080
H -1.783 2.155 0.829 0.0 -0.2 0.0 0.101
H -1.325 0.938 2.049 -0.1 -0.3 -0.2 0.102
H -0.891 -0.486 -1.770 0.3 -0.1 0.3 0.089
H -2.345 0.261 -1.058 -0.2 0.3 0.4 0.094
H 2.835 0.580 -0.182 -0.2 -0.1 0.0 0.130
H 1.787 2.000 0.374 -0.4 0.1 0.1 0.122
H 0.935 -0.733 -0.440 0.1 -0.4 0.3 0.130
H 0.563 -3.313 -0.680 0.0 0.1 0.1 0.075
H -0.817 -2.668 -0.536 0.2 0.0 0.1 0.065
O 0.121 -2.517 -0.354 0.1 -0.1 -0.3 -0.045
```
Forces are in eV/Å.

[2]
Molecular formula: C3H4FeLiO4
Method: DFT, wB97M-V/def2-TZVPD

Computed properties:
E_HOMO (alpha / beta)	-19.4 / -18.9	eV
⟨S²⟩	8.77
strongest force on any atom	0.08651	Eh/bohr
total charge	+2
LUMO level (alpha / beta)	-11.79 / -13.81	eV
2S+1	6
relative energy (zero: lowest compared OMol25 entry of this formula, charge and spin)	2.062	eV

Structure (XYZ):
```
13
Properties=species:S:1:pos:R:3:forces:R:3:lowdin_charge:R:1
O 1.788 0.496 -1.116 1.2 2.3 1.3 0.011
O -0.125 1.018 0.492 3.3 -1.0 -0.7 -0.219
C -1.343 0.305 0.314 0.0 -0.4 0.1 -0.154
C -0.920 -1.119 -0.075 -1.5 -0.3 0.4 -0.074
O 0.304 -1.059 -0.776 0.7 1.1 1.7 0.138
C 1.173 -0.157 -0.165 -2.4 -3.4 -1.6 -0.698
H -1.913 0.288 1.244 0.1 0.0 0.0 0.151
H -1.961 0.746 -0.469 0.2 0.2 -0.1 0.140
H -1.693 -1.569 -0.699 0.4 -0.2 -0.1 0.164
H -0.795 -1.728 0.823 0.2 -0.2 0.0 0.165
O 2.151 -0.702 0.658 -1.8 2.7 -0.7 0.123
Li 0.566 2.211 -0.756 -1.2 0.3 -0.8 0.834
Fe 2.769 1.269 0.523 1.0 -1.1 0.4 1.418
```
Forces are in eV/Å.

[3]
Molecular formula: C4H14NO2
Method: DFT, wB97M-V/def2-TZVPD

Computed properties:
E_HOMO	-14.8	eV
strongest force on any atom	0.04322	Eh/bohr
total charge	+1
LUMO level	-2.95	eV
relative energy (zero: lowest compared OMol25 entry of this formula, charge and spin)	0.892	eV

Structure (XYZ):
```
21
Properties=species:S:1:pos:R:3:forces:R:3:lowdin_charge:R:1
C 0.854 1.683 0.062 -0.3 -0.3 -1.3 -0.010
C 0.028 0.433 -0.302 -0.7 0.1 2.1 -0.245
C 0.753 -0.746 -0.914 -0.4 0.2 -0.6 -0.398
C 1.970 -1.209 -0.105 0.1 0.5 0.0 -0.011
O -0.255 -1.739 -1.080 0.1 -0.1 0.2 -0.024
N -0.555 -0.128 1.043 0.1 -0.3 0.9 0.216
H 1.724 1.720 -0.597 0.2 -0.1 0.4 0.100
H 1.124 1.756 1.110 0.3 -0.1 0.0 0.086
H 0.289 2.561 -0.220 -0.2 0.3 0.2 0.087
H -0.896 0.682 -0.818 0.3 0.0 -0.5 0.142
H 1.045 -0.398 -1.905 0.3 0.0 -0.1 0.156
H 2.095 -0.633 0.816 -0.1 -0.1 0.0 0.079
H 2.857 -0.995 -0.692 0.3 -0.3 0.0 0.091
H 1.944 -2.260 0.172 -0.1 -0.1 -0.3 0.096
H -0.086 -2.243 -1.883 0.0 -0.1 0.1 0.116
H -1.564 -0.032 1.233 -0.3 0.3 -1.0 0.125
H -0.139 0.326 1.854 0.3 0.1 -0.1 0.151
H -0.353 -1.125 1.148 0.0 0.0 -0.3 0.155
H -3.581 0.321 -0.319 -0.4 0.5 0.3 0.066
H -3.850 1.422 0.810 -0.3 0.0 -0.4 0.062
O -3.403 0.603 0.588 0.9 -0.6 0.2 -0.040
```
Forces are in eV/Å.